(1)
# C30H22F5N5OPt

A structure of composition C30H22F5N5OPt (ωB97M-V with the def2-TZVPD basis set, OMol25).

Summary:
- Total charge: +1
- Spin multiplicity: 6
- E_LUMO (spin up / spin down): -3.634 / -5.352 eV
- Gap between HOMO and LUMO (spin up / spin down): 3.5056 / 5.2686 eV
- Energy: -57788.135 eV
- ΔE to the lowest compared entry with this formula, charge and spin: 0.219 eV

XYZ file:
```
64
Properties=species:S:1:pos:R:3:forces:R:3
Pt -0.702 0.065 -0.123 -0.019 -0.088 0.584
C -3.210 1.451 3.174 -0.003 -0.008 -0.081
C -2.708 1.019 1.962 -0.162 0.068 0.217
N -1.389 0.899 1.752 -0.016 -0.141 -0.266
C -0.501 1.145 2.726 -0.007 0.068 0.001
C -0.939 1.602 3.996 -0.195 0.031 -0.076
C -2.323 1.753 4.195 0.185 -0.039 0.014
C 0.034 1.911 4.975 0.078 0.006 0.032
C 1.384 1.850 4.660 -0.019 0.024 0.061
C 1.822 1.406 3.429 0.136 0.034 0.007
C 0.889 0.938 2.456 -0.038 -0.011 0.060
N 1.169 0.344 1.282 -0.326 -0.043 -0.283
C 2.308 -0.207 0.855 0.163 -0.015 -0.112
C 3.466 -0.504 1.643 -0.099 0.032 0.161
C 4.616 -0.981 1.056 0.064 -0.047 -0.144
C 4.671 -1.253 -0.306 0.097 -0.012 0.152
C 3.514 -1.119 -1.111 -0.107 -0.043 -0.250
C 3.468 -1.500 -2.463 -0.008 0.076 0.207
C 2.289 -1.364 -3.178 -0.017 -0.008 -0.043
C 1.175 -0.851 -2.546 0.172 -0.026 -0.063
N 1.207 -0.470 -1.258 -0.381 -0.016 -0.094
C 2.326 -0.598 -0.531 0.066 0.010 0.002
H -4.277 1.553 3.310 0.003 -0.023 -0.010
H -3.362 0.760 1.138 0.013 0.000 -0.001
H -2.680 2.104 5.155 -0.022 -0.008 -0.007
H -0.294 2.251 5.948 0.021 0.013 -0.003
H 2.110 2.179 5.392 0.019 0.013 -0.041
H 2.868 1.483 3.182 0.030 -0.064 -0.022
H 3.417 -0.413 2.715 -0.009 0.050 0.036
H 5.487 -1.168 1.670 -0.026 -0.018 0.020
H 5.581 -1.622 -0.761 -0.002 -0.013 0.019
H 4.360 -1.903 -2.926 -0.007 0.002 -0.026
H 2.224 -1.658 -4.216 0.005 0.022 0.003
H 0.239 -0.728 -3.073 0.011 -0.018 0.038
O -0.971 -1.929 1.101 -0.161 0.262 0.219
N -0.715 -3.146 0.688 0.193 -0.341 -0.296
C -1.727 -4.008 0.468 -0.096 0.050 0.042
C -1.482 -5.299 0.061 0.128 -0.099 -0.020
C -0.177 -5.721 -0.146 -0.022 0.119 0.024
C 0.850 -4.815 0.071 -0.060 -0.129 -0.058
C 0.559 -3.537 0.490 0.111 0.118 0.010
H -2.717 -3.613 0.635 0.037 0.085 0.055
H -2.316 -5.968 -0.093 -0.025 0.041 -0.004
H 0.037 -6.729 -0.471 -0.018 -0.004 0.003
H 1.882 -5.095 -0.084 0.015 0.048 0.027
H 1.308 -2.783 0.684 -0.067 0.024 0.048
F -1.504 -2.160 -1.902 -0.072 0.050 -0.008
C -1.931 -0.895 -1.602 0.375 -0.135 -0.375
F -2.017 -0.221 -2.791 0.011 -0.024 0.056
H -2.957 -0.988 -1.219 0.049 0.113 0.188
F -2.624 5.856 -3.875 -0.011 -0.115 -0.083
C -2.546 4.577 -4.280 -0.057 0.099 -0.071
F -3.794 4.159 -4.546 0.120 0.061 0.001
F -1.843 4.544 -5.418 -0.098 0.034 0.075
C -1.918 3.724 -3.209 0.110 -0.129 0.141
C -2.533 3.636 -1.968 0.067 0.062 -0.131
C -1.953 2.833 -1.007 -0.038 0.103 0.059
N -0.834 2.135 -1.227 -0.037 -0.079 -0.085
C -0.229 2.258 -2.409 0.099 0.044 0.044
C -0.735 3.041 -3.431 -0.116 0.143 -0.021
H -3.441 4.186 -1.761 0.001 -0.025 0.055
H -2.386 2.757 -0.019 -0.020 -0.087 -0.012
H 0.698 1.717 -2.537 -0.047 -0.066 -0.001
H -0.224 3.111 -4.380 0.033 -0.026 0.025
```
Forces are in eV/Å.

***

(2)
# C30H22FN5O3RuS

A structure of composition C30H22FN5O3RuS (ωB97M-V with the def2-TZVPD basis set, OMol25).

Summary:
- Total charge: -1
- Spin multiplicity: 2
- E_LUMO (spin up / spin down): 2.584 / 2.572 eV
- Gap between HOMO and LUMO (spin up / spin down): 6.7293 / 6.9664 eV
- Energy: -61196.648 eV
- ΔE to the lowest compared entry with this formula, charge and spin: 0.521 eV

XYZ file:
```
63
Properties=species:S:1:pos:R:3:forces:R:3
Ru 0.269 0.215 -0.506 -0.503 2.115 2.136
O 3.000 0.133 2.683 0.077 0.114 0.054
C 2.428 0.136 1.593 -0.084 -0.035 0.270
N 1.317 0.779 1.227 -0.395 -0.382 -0.929
C 0.731 1.792 2.014 0.664 -0.266 0.051
C 1.435 2.602 2.897 0.179 0.037 0.096
C 0.792 3.633 3.570 0.094 -0.104 -0.053
C -0.557 3.857 3.350 -0.077 -0.051 -0.095
C -1.260 3.047 2.466 -0.159 0.059 0.059
C -0.617 2.003 1.800 -0.664 -0.043 -0.109
N -1.207 1.165 0.838 0.184 -0.541 -0.997
C -2.527 1.063 0.727 -0.166 -0.043 0.400
O -3.404 1.394 1.536 0.040 0.164 -0.097
C -2.979 0.498 -0.589 -0.201 -0.014 0.188
C -4.336 0.440 -0.875 -0.186 -0.022 -0.070
C -4.740 -0.010 -2.119 -0.096 0.041 0.143
C -3.772 -0.412 -3.026 0.093 -0.013 -0.021
C -2.443 -0.339 -2.644 -0.053 -0.037 -0.052
N -2.054 0.124 -1.454 0.468 -0.462 -0.823
C 3.027 -0.629 0.454 0.109 -0.016 0.252
C 4.116 -1.457 0.657 0.212 0.005 0.043
C 4.693 -2.081 -0.434 -0.026 -0.030 0.118
C 4.152 -1.852 -1.686 0.030 0.033 -0.102
C 3.045 -1.029 -1.790 0.018 0.168 -0.130
N 2.493 -0.417 -0.739 -0.829 -0.964 -0.818
H 2.490 2.418 3.044 -0.030 -0.002 0.052
H 1.347 4.258 4.261 0.006 -0.036 -0.042
H -1.069 4.664 3.866 -0.001 -0.054 -0.050
H -2.312 3.211 2.290 0.024 -0.030 0.053
H -5.027 0.760 -0.109 0.014 0.021 -0.011
H -5.792 -0.047 -2.380 0.064 -0.007 0.027
H -4.034 -0.765 -4.016 0.027 -0.020 0.034
H -1.647 -0.637 -3.319 -0.009 0.075 0.039
H 4.477 -1.574 1.670 0.021 0.018 -0.011
H 5.543 -2.741 -0.311 0.004 0.007 0.010
H 4.564 -2.315 -2.574 -0.040 0.019 0.023
H 2.597 -0.822 -2.752 -0.030 -0.107 0.029
O 0.214 2.490 -1.119 0.327 -0.004 0.185
N -0.580 2.679 -2.131 -0.067 -0.033 0.128
C -1.580 3.576 -2.011 -0.050 0.095 0.019
C -2.434 3.845 -3.053 0.017 0.108 0.059
C -2.245 3.185 -4.262 0.044 -0.105 -0.114
C -1.250 2.235 -4.356 -0.094 -0.002 0.033
C -0.434 1.921 -3.261 0.183 -0.095 -0.087
S 0.674 0.617 -3.188 -0.132 -0.054 -0.221
H -1.639 4.037 -1.035 0.050 -0.015 -0.002
H -3.230 4.563 -2.915 0.038 -0.002 0.023
H -2.889 3.392 -5.109 0.052 -0.021 0.040
H -1.098 1.665 -5.263 -0.004 0.008 0.044
F 2.422 -5.656 -3.010 0.022 -0.093 -0.044
C 1.738 -4.740 -2.273 -0.002 0.023 0.014
C 2.057 -4.574 -0.946 0.090 0.116 0.276
C 1.379 -3.606 -0.210 0.182 -0.128 0.067
C 0.381 -2.812 -0.775 -0.415 -0.204 0.308
C -0.341 -1.785 0.022 1.292 0.896 -0.234
C 0.053 -3.068 -2.109 0.100 0.040 -0.207
C 0.736 -4.011 -2.869 -0.220 0.154 -0.072
H 2.823 -5.193 -0.494 0.003 0.056 -0.021
H 1.622 -3.471 0.839 0.022 -0.013 -0.057
H -0.145 -1.885 1.088 -0.126 -0.168 0.109
H -1.404 -1.764 -0.185 -0.135 -0.194 0.094
H -0.754 -2.503 -2.560 0.044 0.001 -0.055
H 0.490 -4.191 -3.910 -0.003 0.041 0.048
```
Forces are in eV/Å.

***

(3)
# C30H23B3InN7O26

A structure of composition C30H23B3InN7O26 (ωB97M-V with the def2-TZVPD basis set, OMol25).

Summary:
- Total charge: +1
- Spin multiplicity: 2
- E_LUMO (spin up / spin down): -8.372 / -9.275 eV
- Gap between HOMO and LUMO (spin up / spin down): 3.7703 / 2.8622 eV
- Energy: -102343.573 eV

XYZ file:
```
90
Properties=species:S:1:pos:R:3:forces:R:3
In 2.998 -3.793 -4.021 -0.001 0.669 0.787
O 4.364 2.766 2.333 -0.689 -0.250 -2.077
C 4.043 2.452 1.215 4.313 -1.753 2.586
O 4.699 1.633 0.371 -1.480 1.689 1.083
B 3.925 1.489 -0.871 1.334 -0.848 -2.792
O 2.649 2.178 -0.610 -0.716 2.228 3.333
C 2.714 2.819 0.600 -4.669 0.338 -2.844
O 1.843 3.503 1.142 2.400 -1.765 -1.625
O 3.746 0.084 -1.273 -1.660 0.096 3.954
C 4.096 -0.186 -2.469 1.132 -1.828 -2.947
O 4.119 -1.272 -3.031 -0.305 1.997 1.112
C 4.640 1.121 -3.017 2.781 -0.277 -4.723
O 4.563 2.090 -2.103 -0.610 -0.485 1.013
O 5.203 1.150 -4.131 -2.036 0.684 3.757
O 2.252 -2.883 -1.392 -2.988 3.187 4.021
C 1.651 -2.202 -0.491 4.231 -3.323 -2.562
O 0.677 -1.356 -0.592 -0.859 0.452 -0.068
B 0.276 -0.967 0.764 0.986 0.711 1.788
O 1.178 -1.588 1.800 -0.577 0.680 -2.522
C 2.043 -2.227 1.037 3.484 -4.016 1.901
O 2.963 -2.911 1.531 -2.443 2.171 -1.877
O -1.067 -1.321 1.063 -2.333 -0.154 0.284
C -1.842 -0.248 1.115 -2.251 0.908 -2.658
O -3.048 -0.133 0.863 2.757 -0.872 1.316
C -0.886 0.960 0.976 -0.060 3.884 0.239
O 0.353 0.508 0.968 -0.921 0.498 -0.714
O -1.241 2.160 0.829 1.050 -3.657 -0.070
O 1.488 -1.277 -4.355 -2.659 3.010 0.742
C 0.775 -0.271 -4.145 0.804 -5.711 -2.977
O 1.189 0.831 -3.709 1.156 3.722 2.189
B 0.155 1.854 -3.570 -0.810 -0.678 -1.671
O -1.039 1.232 -4.255 0.781 -0.212 0.667
C -0.735 -0.068 -4.627 1.915 1.816 1.399
O -1.429 -0.804 -5.211 -1.035 -0.777 -0.515
O 0.538 3.204 -4.177 -0.975 -1.078 1.130
C 0.290 4.195 -3.348 2.451 2.670 -2.081
O 0.543 5.368 -3.521 -1.328 -2.632 0.962
C -0.076 3.483 -1.992 -0.172 -0.612 1.415
O -0.151 2.226 -2.115 0.086 -1.156 -1.647
O -0.181 4.014 -0.919 -0.231 1.287 0.742
C 3.390 -3.056 4.941 0.470 0.716 0.340
C 4.716 -2.957 4.330 5.792 0.032 -2.988
N 5.813 -2.874 3.822 -6.043 -0.354 2.933
H 3.307 -3.931 5.586 -0.055 -0.083 -0.314
H 2.597 -2.963 4.200 0.150 -0.298 -0.039
H 3.348 -2.184 5.593 -0.311 0.041 0.179
C -1.798 -3.656 3.049 0.286 -0.234 -0.009
C -2.938 -3.188 3.798 -1.550 -0.019 1.498
N -3.875 -2.862 4.399 1.123 -0.160 -0.820
H -0.954 -3.002 3.270 -0.055 0.242 -0.706
H -2.154 -3.708 2.020 0.731 0.266 -0.199
H -1.435 -4.644 3.330 -0.519 -0.123 0.244
C 5.812 -3.581 0.924 -0.377 1.457 -0.595
C 5.460 -3.759 -0.484 0.295 -1.343 0.876
N 5.209 -3.997 -1.572 -0.368 0.131 -0.958
H 5.421 -2.573 1.058 0.329 0.237 0.672
H 6.894 -3.552 1.049 -0.186 -0.244 0.138
H 5.265 -4.166 1.664 0.260 -0.362 -0.560
C 2.230 0.873 3.766 0.840 -0.614 0.265
C 1.294 1.934 3.720 -0.246 -0.421 -0.325
N 0.528 2.772 3.685 -1.037 1.420 -0.072
H 2.479 0.495 2.774 0.056 0.097 0.014
H 1.812 0.036 4.325 0.217 0.046 0.144
H 3.095 1.325 4.252 0.347 -0.644 0.062
C -4.818 1.212 3.311 0.264 1.037 -0.555
C -3.644 2.111 3.338 -2.491 -2.898 0.076
N -2.776 2.825 3.321 2.431 1.988 0.099
H -5.522 1.795 2.716 -0.630 0.017 0.440
H -5.167 1.042 4.329 -0.141 -0.184 -0.296
H -4.692 0.313 2.707 0.518 -0.129 0.528
C -2.485 -2.443 -2.606 0.550 0.079 0.279
C -1.143 -2.981 -2.849 -5.597 1.641 0.155
N -0.139 -3.416 -3.015 5.142 -2.256 -0.904
H -3.236 -3.213 -2.430 0.325 -0.109 0.232
H -2.858 -1.834 -3.429 0.384 0.067 0.019
H -2.280 -1.860 -1.707 -0.856 0.307 0.178
C -5.462 1.378 -3.298 0.880 -2.043 -2.525
C -4.206 1.409 -2.688 0.367 1.365 0.967
C -4.104 2.199 -1.571 0.250 -0.868 0.570
C -5.287 2.780 -1.039 0.521 0.534 1.198
C -6.555 2.697 -1.683 0.181 -0.509 -0.578
C -6.594 1.916 -2.818 -2.803 1.777 2.063
N -5.234 3.418 0.369 -0.340 0.236 1.674
O -4.137 3.557 0.894 -1.564 -0.178 -1.615
O -6.329 3.676 0.926 1.988 -0.743 -1.935
H -5.490 0.839 -4.233 -0.240 -0.064 -0.249
H -3.388 0.891 -3.167 0.262 0.024 0.264
H -3.185 2.162 -1.005 0.079 0.551 0.371
H -7.470 3.149 -1.329 0.256 0.209 0.447
H -7.595 1.787 -3.202 0.257 -0.246 -0.730
```
Forces are in eV/Å.

***

> Look up the energy of the second one.

-61196.648 eV